#P
Here is an isolated ion of composition C4H7N2 and charge +1 from the Open Molecules 2025 dataset. Energies are from wB97M-V/def2-TZVPD.

## Properties
* SMILES: CN[N@+]12C=C1C2
* orbital gap (spin up / spin down): 8.18 / 8.17 eV

The geometry in ORCA input format:
```
! wB97M-V def2-TZVPD RIJCOSX def2/J DEFGRID3
* xyz 1 1
C 1.76299 0.02676 0.09172
N 0.62877 0.77634 -0.23845
N -0.68382 0.23856 -0.58116
C -1.82209 0.87493 0.05830
C -1.82946 -0.28527 0.72902
C -0.98761 -1.12147 -0.12780
H 1.95123 0.09352 1.05641
H 1.69061 -0.97383 -0.23236
H 2.72777 0.35501 -0.45217
H 0.57550 1.75917 -0.00560
H -2.53543 1.66923 0.03615
H -0.19096 -1.49948 0.50368
H -1.28752 -1.91348 -0.83775
*
```

***

#Q
Here is an isolated ion of composition C4H7N2 and charge +1 from the Open Molecules 2025 dataset. Energies are from wB97M-V/def2-TZVPD.

## Properties
* orbital gap: 9.55 eV

The geometry in ORCA input format:
```
! wB97M-V def2-TZVPD RIJCOSX def2/J DEFGRID3
* xyz 1 1
C -1.30534 -0.21959 0.10488
C 0.19919 -1.37756 0.98377
C 0.90310 -0.29196 0.18659
C 0.09001 1.62440 -0.97802
N 0.07847 -2.45477 1.42533
N -0.23618 0.37246 -0.31755
H -2.36300 -0.02086 -0.13875
H 1.56253 0.24249 0.77714
H 1.31820 -0.76374 -0.79034
H -0.85257 2.16304 -1.01579
H 0.66317 1.65412 -1.84363
H 0.57465 2.17616 -0.22701
H -0.63222 -3.10418 1.83338
*
```

***

Relative to the most stable structure, the computed energies are #P 266.6; #Q 0.0, all in kJ/mol.

***

#P
Here is an isolated ion of composition C4H7N2 and charge +1 from the Open Molecules 2025 dataset. Energies are from wB97M-V/def2-TZVPD.

## Properties
* SMILES: [NH2+]=C[C@]12C[C@@H]1N2
* orbital gap (spin up / spin down): 7.29 / 7.29 eV

The geometry in ORCA input format:
```
! wB97M-V def2-TZVPD RIJCOSX def2/J DEFGRID3
* xyz 1 1
N -2.31120 -0.26399 0.21004
C -1.30682 0.60718 -0.04116
C -0.11927 0.19516 -0.46640
C 1.14348 0.82324 -0.02559
C 1.33125 -0.58308 0.38350
N 0.62709 -1.19693 -0.61751
H -3.36242 -0.19618 0.23964
H -2.03102 -1.33680 0.46540
H -1.40291 1.68554 -0.01871
H 1.02349 1.67095 0.71162
H 1.79000 1.06631 -0.76303
H 1.41354 -1.07485 1.38147
H 1.03030 -1.15647 -1.62102
*
```

***

#Q
Here is a 2-piece molecular cluster, C4H7N2 overall from the Open Molecules 2025 dataset. Energies are from wB97M-V/def2-TZVPD.

## Properties
* orbital gap: 9.93 eV

The geometry in ORCA input format:
```
! wB97M-V def2-TZVPD RIJCOSX def2/J DEFGRID3
* xyz 1 1
C 1.42321 -2.20648 1.39539
C -1.49464 1.43786 0.15013
C -2.82175 2.19155 0.02188
C 2.32870 -1.44643 -0.85076
N 1.97667 -1.94424 0.41112
N -0.40789 1.08955 0.16053
H 1.16117 -2.66652 2.38632
H -2.82659 2.97202 -0.75961
H -3.19856 2.86261 0.86022
H -3.59557 1.47278 -0.34080
H 1.67933 -1.68766 -1.59070
H 3.29177 -1.73442 -1.22761
H 2.48413 -0.34061 -0.61609
*
```

***

#R
Here is an isolated ion of composition C4H7N2 and charge +1 from the Open Molecules 2025 dataset. Energies are from wB97M-V/def2-TZVPD.

## Properties
* SMILES: C/N=[N+]1C=C\1C
* orbital gap: 10.79 eV

The geometry in ORCA input format:
```
! wB97M-V def2-TZVPD RIJCOSX def2/J DEFGRID3
* xyz 1 1
C -2.09416 0.01297 -1.34566
N -1.03630 0.80845 -0.67371
N -0.24268 0.13755 -0.04784
C 0.23010 -1.11166 0.22430
C 1.01314 -0.15693 0.74429
C 2.07146 0.62139 1.28986
H -2.73737 0.89311 -1.67234
H -2.61237 -0.71789 -0.57981
H -1.62907 -0.62835 -2.03838
H -0.00401 -2.18831 0.34912
H 2.72239 0.02997 1.97646
H 1.61336 1.57717 1.66525
H 2.73263 0.95957 0.43338
*
```

***

#S
Here is an isolated ion of composition C4H7N2 and charge +1 from the Open Molecules 2025 dataset. Energies are from wB97M-V/def2-TZVPD.

## Properties
* SMILES: [H]/N=C/[N+]1=CCC1
* orbital gap: 9.27 eV

The geometry in ORCA input format:
```
! wB97M-V def2-TZVPD RIJCOSX def2/J DEFGRID3
* xyz 1 1
H -0.15971 -2.91092 2.05047
N -0.25447 -1.97510 1.64698
C 0.30449 -1.57330 0.53459
N 0.24963 -0.21901 -0.09559
C 0.92900 0.57185 -0.95768
C -0.08765 1.66383 -0.80756
C -0.88451 0.70154 0.06114
H 1.04554 -2.17387 0.06540
H 1.79527 0.40366 -1.48862
H -0.42236 2.11733 -1.80511
H 0.30295 2.29053 -0.02162
H -1.09977 0.99737 1.05391
H -1.71840 0.10610 -0.23631
*
```

***

Relative to the most stable structure, the computed energies are #P 194.5; #Q 0.0; #R 219.3; #S 29.8, all in kJ/mol.

***

#P
Here is C4H3ClN2S as an isolated structure from the Open Molecules 2025 dataset. Energies are from wB97M-V/def2-TZVPD.

## Properties
* orbital gap: 8.08 eV

The geometry in ORCA input format:
```
! wB97M-V def2-TZVPD RIJCOSX def2/J DEFGRID3
* xyz 0 1
C 3.33149 0.89072 -0.56489
C 0.53681 -0.30268 -0.76030
C 0.16837 0.48940 0.48060
C 2.81681 -0.36390 -0.21487
N 3.80861 1.79083 -1.07529
N 1.70636 -0.73616 -0.94531
S 1.65201 0.94133 1.37991
Cl 3.94118 -1.41190 0.55542
H -0.24233 -0.59510 -1.41746
H -0.27019 1.41067 0.09977
H -0.68343 -0.14848 0.80101
*
```

***

#Q
Here is a single C4H3ClN2S molecule from the Open Molecules 2025 dataset. Energies are from wB97M-V/def2-TZVPD.

## Properties
* SMILES: S/C=C1\C=C(Cl)N=N1
* orbital gap: 7.44 eV

The geometry in ORCA input format:
```
! wB97M-V def2-TZVPD RIJCOSX def2/J DEFGRID3
* xyz 0 1
S 1.01356 -2.87786 0.90999
C 0.03068 -1.56526 0.22433
C -0.18822 -0.24657 0.00270
C 0.34942 1.05660 0.30886
C -0.33411 1.80002 -0.79707
Cl -0.17252 3.48870 -0.81074
N -1.24286 1.00484 -1.55556
N -1.33880 -0.20379 -0.94119
H 1.60876 -2.07769 2.22794
H -0.71530 -1.89852 -0.61496
H 0.98939 1.51954 1.04571
*
```

***

Relative to the most stable structure, the computed energies are #P 0.0; #Q 210.1, all in kJ/mol.

***

#P
Here is a single C8H15N3S molecule from the Open Molecules 2025 dataset. Energies are from wB97M-V/def2-TZVPD.

## Properties
* orbital gap (spin up / spin down): 8.34 / 5.96 eV

The geometry in ORCA input format:
```
! wB97M-V def2-TZVPD RIJCOSX def2/J DEFGRID3
* xyz 0 1
C 0.34254 -2.29849 -0.75520
C -0.77722 -2.02142 -0.30055
C 1.91990 -0.51371 -0.00545
C -1.97774 -0.50073 1.31817
C -3.08210 -1.21564 -0.87467
C 2.66767 2.13048 -0.37782
C 0.49553 2.75390 0.40869
C -2.03966 -1.65306 0.31452
N 1.56610 -1.78128 -0.39209
N 1.00675 0.41069 -0.07531
N 1.33509 1.75326 -0.21009
S 3.47554 -0.58672 0.70820
H 0.47025 -3.00025 -1.57051
H -1.92226 0.45193 0.71300
H -1.04969 -0.43341 1.91492
H -2.78534 -0.37809 2.02529
H -2.57093 -0.50325 -1.52513
H -3.92695 -0.99807 -0.24632
H -3.33216 -1.98047 -1.64336
H 3.32573 2.33131 0.48208
H 3.20950 1.21850 -0.93785
H 2.64996 2.96026 -1.07037
H 1.06328 3.20486 1.25026
H 0.31864 3.46944 -0.31072
H -0.40941 2.13361 0.73002
H -2.34120 -2.52437 0.91878
H 2.36818 -2.42926 -0.48849
*
```

***

#Q
Here is C8H15N3S as an isolated structure from the Open Molecules 2025 dataset. Energies are from wB97M-V/def2-TZVPD.

## Properties
* orbital gap: 8.14 eV

The geometry in ORCA input format:
```
! wB97M-V def2-TZVPD RIJCOSX def2/J DEFGRID3
* xyz 0 1
C -3.89734 -1.20712 0.49321
C -2.04087 0.07514 -0.39448
C -0.68826 1.82966 -0.55307
C 0.00787 1.04841 0.27369
C 1.43761 1.32206 1.05879
C 2.38465 0.17413 0.95284
C 4.16618 -0.81753 -0.37755
C 1.90439 -0.97566 -1.07449
H -5.35489 -0.78077 0.47429
H -3.81610 -2.61726 0.04071
H -3.24335 -0.88020 1.77851
H -3.92523 0.03356 -1.31260
H -0.32274 2.82060 -1.01283
H 1.27262 1.30698 2.10108
H 1.95040 2.25458 0.63538
H 1.73157 -0.62590 1.27310
H 3.17170 0.10416 1.69428
H 4.38512 -1.64090 0.74284
H 5.17989 0.21236 -0.37285
H 4.19309 -1.66187 -1.47305
H 1.45554 -1.72112 -0.45052
H 2.29767 -1.53893 -1.93314
H 1.02835 -0.46338 -1.59758
N -3.38664 -0.40720 -0.41848
N -1.78758 1.26866 -1.13266
N 2.87556 -0.21759 -0.41743
S -0.84740 -0.50022 0.68242
*
```

***

Relative to the most stable structure, the computed energies are #P 0.0; #Q 355.2, all in kJ/mol.

***

#P
Here is a 2-piece molecular cluster, F3H3S2Si2 overall from the Open Molecules 2025 dataset. Energies are from wB97M-V/def2-TZVPD.

## Properties
* orbital gap (spin up / spin down): 7.24 / 8.87 eV

The geometry in ORCA input format:
```
! wB97M-V def2-TZVPD RIJCOSX def2/J DEFGRID3
* xyz 0 1
F 1.72300 0.69949 -2.09701
F 1.70752 1.76101 0.15933
F 2.31490 -0.67206 -0.13265
Si -0.77215 -0.23687 0.07111
Si 1.28501 0.44073 -0.59388
S -1.27903 -2.22626 -0.53757
S -2.51566 0.95379 -0.28642
H -0.19650 0.12648 3.22204
H -0.04965 -2.71903 -0.43214
H -2.21744 1.87271 0.62719
*
```

***

#Q
Here is a 2-piece molecular cluster, F3H3S2Si2 overall from the Open Molecules 2025 dataset. Energies are from wB97M-V/def2-TZVPD.

## Properties
* orbital gap: 7.30 eV

The geometry in ORCA input format:
```
! wB97M-V def2-TZVPD RIJCOSX def2/J DEFGRID3
* xyz 0 1
F -0.03293 -0.58138 4.11945
F 0.74468 -2.78599 3.47358
F 2.45896 -1.14544 3.46020
Si 0.56296 0.30345 0.15186
Si 0.91746 -1.27214 3.07365
S -0.10919 2.20262 0.76686
S -1.06540 -0.94311 -0.60134
H 1.63886 0.55959 -0.81356
H 1.16912 2.33602 1.23061
H -0.15329 -1.89528 -0.65944
*
```

***

Relative to the most stable structure, the computed energies are #P 120.5; #Q 0.0, all in kJ/mol.